DFT (ωB97M-V with the def2-TZVPD basis set) results for a 2-piece molecular cluster, C7H5N2O3S overall.

**Frontier orbital gap**: 6.93 eV
**ΔE to the lowest compared entry with this formula, charge and spin**: 104.01 kcal/mol

The geometry in ORCA input format:
```
! wB97M-V def2-TZVPD RIJCOSX def2/J DEFGRID3
* xyz -1 1
C 1.3960 0.0320 0.8969
C 2.7860 -1.3519 0.1009
C 1.3780 0.0741 -0.4707
C -2.6799 0.5620 0.2291
C -2.2094 -0.6452 -0.0114
C -1.3792 -1.7457 0.0228
C 0.1361 1.9531 -0.8858
N 2.3591 -0.7908 -0.9646
N 0.5043 0.7781 -1.2466
O -0.5649 -2.4897 0.4266
O -2.7079 -1.9172 -0.4595
O 2.2548 -0.9441 1.2486
S -1.8139 1.9103 0.8465
H 0.9161 0.5713 1.7113
H 3.6136 -2.0417 0.0158
H -3.8210 0.8853 0.0989
H 0.5106 2.6765 -0.1170
H -0.6786 2.4835 -1.4416
*
```

natural (NBO) population analysis, charges in e, atoms 1 to 6:
1. C -0.02
2. C 0.31
3. C 0.20
4. C -0.37
5. C 0.04
6. C 0.77

***

DFT (ωB97M-V with the def2-TZVPD basis set) results for C4H10O4 as an isolated structure.

**Frontier orbital gap**: 8.44 eV
**ΔE to the lowest compared entry with this formula, charge and spin**: 99.78 kcal/mol

The geometry in ORCA input format:
```
! wB97M-V def2-TZVPD RIJCOSX def2/J DEFGRID3
* xyz 0 1
C -0.2596 -1.0018 0.0219
C 0.2306 1.3610 -0.2501
C -0.2019 0.7444 0.9411
C -0.7795 -1.1559 -1.3863
O 1.0926 -1.3922 0.1485
O -1.0710 -1.7716 0.8613
O 0.0676 2.7649 1.1647
O 1.4641 1.2384 -0.7520
H 1.2060 -2.2666 -0.2594
H -0.7539 -1.6743 1.7696
H 1.9842 0.6405 -0.1885
H 0.9641 3.1255 1.2328
H -0.4932 1.7185 -0.9717
H -1.2423 0.8492 1.2126
H 0.5305 0.4519 1.6843
H -0.8120 -2.2197 -1.6606
H -0.1325 -0.6491 -2.1024
H -1.7940 -0.7630 -1.4658
*
```

natural (NBO) population analysis, charges in e, atoms 1 to 6:
1. C 0.48
2. C 0.42
3. C -0.37
4. C -0.69
5. O -0.78
6. O -0.74

***

DFT (ωB97M-V with the def2-TZVPD basis set) results for a 10-piece molecular cluster, C44H61N9O4 overall.

**SMILES**: CC(C)C[C@H](C)COOC(=O)O.c1cc[nH]c1.c1cc[nH]c1.c1cc[nH]c1.c1cc[nH]c1.c1cc[nH]c1.c1cc[nH]c1.c1cc[nH]c1.c1cc[nH]c1.c1cc[nH]c1
**Frontier orbital gap**: 7.88 eV

The geometry in ORCA input format:
```
! wB97M-V def2-TZVPD RIJCOSX def2/J DEFGRID3
* xyz 0 1
C -1.1801 -0.0382 4.0357
C -2.2610 0.7755 3.2739
C -3.5592 0.6907 4.1185
C -2.6281 0.2107 1.8814
C -1.4687 0.0745 0.8657
C -0.7693 -1.3244 0.9243
C -0.4769 1.2439 0.8887
O 0.5743 1.0877 1.8243
O 1.7928 1.0335 1.1190
C 2.7261 0.9022 2.0974
O 2.7235 1.6134 3.0122
O 3.6046 -0.0863 1.9480
H -0.2873 0.5851 4.1135
H -0.9192 -0.9743 3.5498
H -1.5125 -0.2230 5.0573
H -1.9937 1.8275 3.1529
H -3.6973 -0.3742 4.3352
H -3.4325 1.1754 5.0874
H -4.4385 1.0430 3.5770
H -3.1829 -0.7229 2.0071
H -3.3321 0.9274 1.4364
H -1.9347 0.1034 -0.1248
H -1.2650 -1.9079 1.6982
H -0.9372 -1.8511 -0.0137
H 0.2940 -1.2235 1.1370
H -1.0310 2.1353 1.2035
H -0.1059 1.4445 -0.1153
H 3.6703 -0.5353 2.8012
C -7.0719 3.1416 5.2886
C -7.9513 3.5608 4.2536
C -7.2284 4.3465 3.3957
N -5.9484 4.4226 3.8748
C -5.8452 3.6877 5.0245
H -7.3130 2.5105 6.1280
H -8.9945 3.3119 4.1506
H -7.5117 4.8570 2.4906
H -5.2002 4.9382 3.4471
H -4.9085 3.6187 5.5518
C 4.4603 -3.0737 -2.3929
C 3.5916 -2.0009 -2.7261
C 3.4611 -1.2232 -1.6064
N 4.2128 -1.7851 -0.6110
C 4.8292 -2.9099 -1.0818
H 4.7778 -3.8747 -3.0424
H 3.1184 -1.8223 -3.6778
H 2.8987 -0.3212 -1.4315
H 4.2969 -1.4233 0.3231
H 5.4730 -3.4958 -0.4471
C 6.8853 4.1188 4.9157
C 6.2897 4.8458 3.8517
C 5.0820 4.2568 3.5816
N 4.9269 3.2021 4.4367
C 6.0185 3.1135 5.2560
H 7.8390 4.3122 5.3785
H 6.7000 5.7027 3.3433
H 4.3225 4.4960 2.8563
H 4.1316 2.5874 4.4564
H 6.0851 2.3447 6.0075
C -4.2491 8.0222 0.9400
C -5.4299 8.7748 1.1766
C -5.7560 8.6186 2.4978
N -4.8211 7.7990 3.0673
C -3.8966 7.4351 2.1266
H -3.7192 7.9247 0.0060
H -5.9766 9.3632 0.4589
H -6.5699 9.0170 3.0792
H -4.8134 7.5090 4.0290
H -3.0713 6.7906 2.3844
C 0.5318 5.1376 -1.1769
C 0.1578 6.2714 -1.9463
C -0.9608 6.8073 -1.3662
N -1.2800 6.0396 -0.2797
C -0.3722 5.0230 -0.1548
H 1.3695 4.4829 -1.3532
H 0.6543 6.6503 -2.8241
H -1.5556 7.6649 -1.6321
H -2.0600 6.1984 0.3321
H -0.4484 4.3084 0.6474
C 9.0111 -3.7553 -5.6872
C 8.5412 -2.5227 -6.2135
C 7.5987 -2.0411 -5.3441
N 7.4765 -2.9368 -4.3155
C 8.3382 -3.9820 -4.5150
H 9.7574 -4.4010 -6.1194
H 8.8589 -2.0452 -7.1256
H 7.0039 -1.1431 -5.3673
H 6.8491 -2.8397 -3.5325
H 8.3961 -4.7936 -3.8094
C -3.5432 -4.9751 -0.9480
C -3.9811 -4.1195 0.0977
C -4.0982 -2.8611 -0.4284
N -3.7445 -2.9215 -1.7492
C -3.4094 -4.2077 -2.0746
H -3.3508 -6.0331 -0.8786
H -4.1869 -4.3973 1.1182
H -4.4006 -1.9296 0.0207
H -3.7330 -2.1425 -2.3820
H -3.1050 -4.4636 -3.0755
C 4.0042 -3.2424 -8.4566
C 3.6776 -4.5436 -7.9927
C 4.4826 -4.8037 -6.9141
N 5.2830 -3.7141 -6.7119
C 4.9958 -2.7574 -7.6433
H 3.5623 -2.7219 -9.2904
H 2.9377 -5.2113 -8.4028
H 4.5547 -5.6684 -6.2759
H 5.9778 -3.6284 -5.9882
H 5.5205 -1.8174 -7.6487
C -4.5590 -10.3436 0.1032
C -5.4892 -9.9392 -0.8916
C -4.8231 -9.1224 -1.7651
N -3.5281 -9.0144 -1.3354
C -3.3585 -9.7594 -0.1996
H -4.7500 -10.9900 0.9437
H -6.5280 -10.2170 -0.9576
H -5.1566 -8.6096 -2.6513
H -2.8127 -8.4723 -1.7842
H -2.4021 -9.8077 0.2929
*
```

Löwdin population analysis, charges in e, atoms 1 to 6:
1. C -0.05
2. C -0.39
3. C -0.09
4. C -0.17
5. C -0.31
6. C -0.03

***

Q: Which LUMO values were calculated for the entries above? A: 3.5, 0.5, -0.1, in eV.
Q: Which E_tot values were calculated for the entries above? A: -27295.425, -12496.279, -68212.865, in eV.